C20H34BeBr4NO7P | the ωB97M-V functional and the def2-TZVPD basis

Element x y z (Å)
C  1.71107  -0.39856  3.76557
C  0.31288  -0.76571  3.20062
C  0.36629  -1.66447  1.87008
Br  2.15462  -1.85695  1.09595
C  -0.79530  -1.22964  0.97270
N  -1.41402  -2.22142  0.07197
C  -2.87981  -2.11988  0.15634
C  -3.48812  -2.78551  1.41707
O  -2.97884  -2.82582  2.46672
O  -4.72887  -3.33276  1.31015
C  -1.10139  -3.64245  0.24970
C  0.16098  -4.22668  -0.45770
C  0.33776  -3.80548  -1.93643
Br  -0.24253  -6.19132  -0.56192
C  -0.61526  0.16053  0.16443
Br  -0.52637  -0.35612  -1.76883
C  0.68679  0.98174  0.45866
C  1.77939  0.97224  -0.65145
C  3.01167  1.76784  -0.03941
C  3.64931  2.44387  -1.25481
O  5.02820  2.35720  -1.42167
C  5.49381  1.07952  -1.79006
C  4.63146  -0.03142  -2.41820
O  6.61517  0.88416  -1.63600
O  -1.71961  1.02048  0.51142
C  -2.53254  1.63570  -0.47030
C  -3.80848  2.13722  0.35315
C  -4.71977  2.92195  -0.62452
O  -4.94410  4.04110  -0.47749
Br  -5.47854  1.97164  -2.16349
P  -1.94852  3.29942  -1.21913
C  -1.25960  4.36293  0.15352
O  -0.62338  3.16654  -2.30286
H  2.16703  0.42269  3.18024
H  2.38728  -1.25415  3.90006
H  1.54119  0.02861  4.77576
H  -0.17982  0.18341  2.89737
H  -0.35086  -1.24514  3.93569
H  0.14290  -2.65792  2.29933
H  -1.59757  -0.97911  1.70467
H  -3.31434  -2.62160  -0.73256
H  -3.24470  -1.07866  0.12768
H  -4.92988  -3.49790  0.37644
H  -1.92631  -4.22230  -0.21253
H  -1.07789  -4.01550  1.29708
H  1.08191  -4.20914  0.13366
H  0.76436  -4.63048  -2.52985
H  1.00947  -2.93203  -2.02716
H  -0.62188  -3.53426  -2.42020
H  0.38542  2.05181  0.52446
H  1.22794  0.77279  1.39194
H  2.16615  -0.02526  -0.89005
H  1.48946  1.58640  -1.53421
H  2.60579  2.51373  0.67681
H  3.68221  1.13528  0.56747
H  3.12454  2.15914  -2.22654
H  3.43769  3.57139  -1.12585
H  5.31964  -0.64769  -3.02062
H  4.19410  -0.71730  -1.67044
H  3.86916  0.37354  -3.11225
H  -2.99400  0.97295  -1.22865
H  -4.35018  1.26569  0.75714
H  -3.47260  2.83909  1.13439
H  -1.85778  5.28049  0.27392
H  -0.24293  4.69951  -0.18394
H  -1.11399  3.78935  1.08400
H  -0.88555  3.43302  -3.20208
Be  1.42974  3.43970  -1.94499

**HOMO-LUMO gap**: 2.600 eV
**Net charge**: +2
**Electronic energy**: -12015.2254 Eh
**F_max**: 3.74 eV/Å
**LUMO**: -11.1897 eV